(1)
Molecular formula: C18H51B2FN5O2P
Method: DFT, the ωB97M-V functional and the def2-TZVPD basis

Element x y z (Å)
N  2.805150  0.000391  -4.216736
B  2.323563  1.342538  -4.527020
O  1.003728  1.667164  -4.799583
B  3.454293  2.614698  -4.505798
F  3.794751  3.072746  -3.328112
P  4.188315  3.422516  -6.089686
N  5.204995  4.696061  -5.536843
O  5.204423  2.237974  -6.620053
H  2.852041  -0.613801  -5.019170
H  2.320008  -0.438340  -3.443556
H  0.771513  1.578762  -5.734789
H  4.740442  5.242694  -4.821105
H  5.415206  5.318166  -6.303861
H  5.405761  2.406943  -7.549096
C  -0.714425  -2.175159  -5.335742
C  -0.754959  -3.579296  -4.755573
N  -0.118494  -3.678442  -3.455922
C  0.057420  -5.049112  -3.008472
C  -1.194842  -5.890754  -2.729247
C  -0.598442  -2.745923  -2.451495
C  -2.087080  -2.784535  -2.079463
H  0.311598  -1.813753  -5.417614
H  -1.153632  -2.176489  -6.334265
H  -1.283277  -1.465312  -4.734865
H  -0.222208  -4.243630  -5.440947
H  -1.801207  -3.924633  -4.741715
H  0.685599  -5.043098  -2.113766
H  0.650139  -5.565976  -3.769500
H  -1.665531  -5.621136  -1.784978
H  -0.917996  -6.944164  -2.655521
H  -1.937353  -5.805269  -3.522598
H  -0.359951  -1.734051  -2.789178
H  0.001030  -2.879495  -1.547124
H  -2.732796  -2.890082  -2.951792
H  -2.364088  -1.851924  -1.581825
H  -2.311773  -3.592911  -1.384867
C  -3.810362  0.204992  4.446613
C  -3.174705  -1.089703  3.964393
N  -3.575889  -1.468897  2.622872
C  -3.160893  -2.811764  2.261626
C  -1.657913  -3.105162  2.164337
C  -3.379729  -0.457087  1.599609
C  -1.955868  0.068125  1.372232
H  -4.898523  0.142661  4.414002
H  -3.511918  0.395860  5.478001
H  -3.493326  1.065037  3.855859
H  -3.485538  -1.888939  4.642206
H  -2.080329  -1.003048  4.067900
H  -3.635843  -3.077050  1.312901
H  -3.592171  -3.498305  2.996887
H  -1.224666  -2.697402  1.251488
H  -1.495674  -4.184825  2.137127
H  -1.099431  -2.716628  3.016015
H  -4.022037  0.393475  1.838301
H  -3.777463  -0.839822  0.656197
H  -1.426414  0.244036  2.308944
H  -1.995094  1.019712  0.837427
H  -1.361001  -0.611180  0.762816
C  1.872725  4.869623  6.020552
C  1.681275  3.488655  5.412934
N  0.724725  3.462780  4.323138
C  0.365851  2.117569  3.912338
C  1.458931  1.230565  3.300520
C  0.975780  4.403548  3.244867
C  2.312762  4.306115  2.495996
H  0.925681  5.274371  6.378772
H  2.555944  4.803687  6.867999
H  2.306306  5.575294  5.311543
H  1.307910  2.826228  6.198329
H  2.667048  3.094600  5.117471
H  -0.471005  2.178271  3.211510
H  -0.035942  1.600776  4.790451
H  1.679616  1.510610  2.271681
H  1.120757  0.191801  3.278810
H  2.385693  1.257066  3.873283
H  0.887088  5.413062  3.652279
H  0.155361  4.326124  2.527311
H  3.153797  4.142451  3.170651
H  2.502405  5.238503  1.960860
H  2.310157  3.510843  1.752827

Forces on atoms 1 to 3 (eV/Å):
N 0.00 0.32 0.22
B 0.25 0.12 -0.34
O -0.14 -0.21 -0.25

Properties
structure (SMILES) = NB(O)B(F)P(N)O.CCN(CC)CC.CCN(CC)CC.CCN(CC)CC
DFT total energy = -1631.644365 a.u.
spin multiplicity = 1


(2)
Molecular formula: C18H51BrF3GaNO8
Method: DFT, the ωB97M-V functional and the def2-TZVPD basis

Element x y z (Å)
C  -1.752450  1.849523  2.707116
C  -2.733544  0.789745  1.883909
C  -2.399251  0.821785  0.251885
Br  -3.797626  -0.183701  -0.783791
Ga  -0.450387  0.300450  -0.199963
C  -0.165909  -1.704869  -0.646290
C  -1.103358  -2.563409  0.403701
C  -0.747033  -4.174460  0.460779
N  -1.383863  -4.966277  -0.700215
C  0.267078  1.619427  -1.618762
C  0.519317  0.980834  -3.107633
C  -0.646162  1.436834  -4.195346
F  -0.427087  2.316148  -5.366865
C  -2.041340  0.892125  -4.016467
F  -2.279583  -0.505995  -4.484432
F  -3.117706  1.722272  -3.422874
H  -1.780920  2.935551  2.231941
H  -2.206391  1.921104  3.807897
H  -0.661104  1.444648  2.840281
H  -3.858826  1.157281  1.990196
H  -2.658184  -0.282366  2.350137
H  -2.523740  1.967418  -0.059834
H  0.413668  0.578095  1.153387
H  -0.326324  -1.975299  -1.774984
H  0.967823  -1.944725  -0.360207
H  -2.260562  -2.494079  0.179121
H  -0.952107  -2.101107  1.488717
H  0.389818  -4.412384  0.605892
H  -1.298447  -4.585894  1.436191
H  -2.195796  -5.520663  -0.292407
H  -1.876277  -4.265991  -1.330672
H  -0.453496  2.550258  -1.637789
H  1.316345  2.032402  -1.236310
H  1.528454  1.470840  -3.510341
H  0.679422  -0.178651  -3.066013
C  0.973907  1.793060  -8.519784
O  1.936012  1.893512  -7.486023
H  1.471839  1.927692  -9.482847
H  0.505960  0.806052  -8.488657
H  0.217266  2.571058  -8.391477
H  1.465130  1.770119  -6.644322
C  3.165137  4.272489  -2.696471
O  3.351670  2.929821  -3.104942
H  3.297679  4.336187  -1.613916
H  3.902590  4.910264  -3.189964
H  2.154594  4.596614  -2.957229
H  3.227879  2.904516  -4.069022
C  4.946322  7.798812  -1.594289
O  5.253946  6.601974  -2.285189
H  3.872363  7.985346  -1.667577
H  5.225245  7.695621  -0.542776
H  5.490205  8.631812  -2.046562
H  6.212728  6.462770  -2.202884
C  -7.125604  -1.137222  1.093724
O  -5.781247  -1.409229  1.444598
H  -7.786918  -1.662692  1.786613
H  -7.310429  -0.062318  1.161178
H  -7.315530  -1.487284  0.076063
H  -5.218404  -0.930137  0.812860
C  -2.309373  -0.422948  6.051077
O  -1.735439  0.867784  6.145966
H  -2.177711  -0.796333  5.032841
H  -1.810331  -1.097040  6.751567
H  -3.376265  -0.366120  6.280778
H  -1.867663  1.172940  7.059646
C  -0.896807  -8.132525  -3.532204
O  -0.322873  -6.841792  -3.437314
H  -0.765145  -8.505909  -4.550439
H  -0.397765  -8.806616  -2.831713
H  -1.963699  -8.075696  -3.302502
H  -0.455098  -6.536637  -2.523635
C  1.396802  0.568968  6.642498
O  1.704427  -0.627870  5.951598
H  0.322843  0.755503  6.569210
H  1.675726  0.465777  7.694012
H  1.940686  1.401969  6.190225
H  2.663208  -0.767072  6.033903
C  5.683664  -2.264601  5.239939
O  4.387700  -2.190678  5.805100
H  5.991436  -1.264806  4.924916
H  6.386824  -2.641751  5.986567
H  5.666370  -2.928412  4.372007
H  4.141692  -3.091844  6.074905

Forces on atoms 1 to 3 (eV/Å):
C -0.87 -0.40 0.88
C -0.44 0.82 -0.66
C 0.01 2.02 1.97

Properties
ΔE to the lowest compared entry with this formula, charge and spin = 165.45 kcal/mol
net charge = -1
spin multiplicity = 1


(3)
Molecular formula: C18H51NO12
Method: DFT, the ωB97M-V functional and the def2-TZVPD basis

Element x y z (Å)
C  2.618683  -3.569646  -0.499244
O  2.377683  -2.147646  -0.407244
C  3.241683  -1.478646  0.507756
C  2.789683  -0.011646  0.667756
N  1.807683  0.138354  1.716756
C  0.674683  -0.743646  1.419756
C  -0.400317  -0.512646  2.374756
O  -0.881317  0.603354  2.532756
C  -2.093317  0.508354  3.299756
H  3.472683  -3.908646  -1.081244
H  1.778683  -3.979646  -0.991244
H  2.763683  -4.068646  0.480756
H  4.244683  -1.505646  0.143756
H  3.256683  -2.078646  1.471756
H  2.395683  0.289354  -0.252244
H  3.652683  0.639354  0.655756
H  2.235683  -0.321646  2.524756
H  1.041683  -1.699646  1.769756
H  0.302683  -0.782646  0.418756
H  -0.051317  -0.993646  3.281756
H  -1.163317  -1.106646  1.958756
H  -2.052317  1.302354  4.022756
H  -2.274317  -0.357646  3.908756
H  -2.942317  0.661354  2.673756
O  2.750683  3.657354  0.317756
C  2.190683  4.042354  -0.862244
C  1.798683  2.933354  -1.644244
O  0.827683  2.191354  -0.929244
H  3.702683  3.566354  0.217756
H  1.278683  4.666354  -0.785244
H  2.920683  4.657354  -1.331244
H  2.617683  2.264354  -1.899244
H  1.418683  3.239354  -2.532244
H  0.558683  1.463354  -1.533244
O  -0.919317  4.540354  0.231756
C  -2.024317  3.841354  -0.208244
C  -2.382317  2.840354  0.796756
O  -1.985317  3.255354  2.101756
H  -0.939317  5.340354  -0.237244
H  -2.783317  4.560354  -0.387244
H  -1.885317  3.397354  -1.192244
H  -1.890317  1.885354  0.522756
H  -3.387317  2.490354  0.800756
H  -2.378317  4.164354  2.241756
O  -0.053317  -3.989646  2.083756
C  -1.089317  -3.822646  1.114756
C  -2.419317  -4.071646  1.637756
O  -2.750317  -3.162646  2.691756
H  -0.183317  -3.442646  2.892756
H  -0.948317  -2.879646  0.652756
H  -0.919317  -4.624646  0.379756
H  -2.421317  -5.082646  2.038756
H  -3.178317  -4.043646  0.855756
H  -2.199317  -3.318646  3.442756
O  0.912683  -0.558646  -1.996244
C  -0.392317  -1.052646  -2.192244
C  -1.388317  -0.122646  -1.873244
O  -1.408317  0.832354  -2.904244
H  1.512683  -1.202646  -1.607244
H  -0.435317  -1.518646  -3.179244
H  -0.509317  -1.871646  -1.513244
H  -1.314317  0.369354  -0.937244
H  -2.336317  -0.642646  -1.785244
H  -0.533317  0.814354  -3.355244
C  -5.417317  0.452354  -0.327244
C  -5.103317  -0.589646  0.701756
O  -3.749317  -0.820646  0.809756
H  -6.514317  0.486354  -0.464244
H  -5.069317  0.253354  -1.346244
H  -5.062317  1.436354  -0.158244
H  -5.631317  -1.531646  0.603756
H  -5.454317  -0.090646  1.648756
H  -3.711317  -1.640646  1.354756
C  4.200683  0.187354  -3.719244
C  4.911683  -0.088646  -2.478244
O  4.800683  1.089354  -1.665244
H  4.125683  -0.710646  -4.386244
H  4.660683  1.009354  -4.322244
H  3.160683  0.489354  -3.487244
H  5.920683  -0.389646  -2.709244
H  4.493683  -0.969646  -2.005244
H  5.206683  0.947354  -0.785244

Forces on atoms 1 to 3 (eV/Å):
C 0.44 0.36 0.86
O 0.72 -1.46 -0.09
C -0.27 -0.20 0.76

Properties
ΔE to the lowest compared entry with this formula, charge and spin = 83.59 kcal/mol
structure (SMILES) = COCCNCCOC.OCCO.OCCO.OCCO.OCCO.CCO.CCO
spin multiplicity = 1


| no. | maximum force (eV/A) |
| --- | --- |
| 1 | 1.56 |
| 2 | 4.97 |
| 3 | 9.73 |